Entry 1:
Below is a cluster of 2 separate species, C2H6N2O3 in total at a distorted geometry, with properties calculated with wB97M-V/def2-TZVPD.

Values from the calculation:
- molecular weight (g/mol) = 106.1
- net charge = -2
- relative energy (zero: lowest compared OMol25 entry of this formula, charge and spin) (eV) = 0.7584
- gap between HOMO and LUMO (eV) = 7.224
- E_LUMO (eV) = 6.615
- largest force on an atom (eV/A) = 3.55
- HOMO energy (eV) = -0.61

CARTESIAN COORDINATES (ANGSTROEM)
1 C -1.3944 0.3854 -1.0444
2 C -2.3804 -0.0419 0.1927
3 N -1.5065 -0.6256 1.3073
4 N 6.3902 0.1019 0.0952
5 O 5.7268 1.0673 0.6448
6 O 6.0783 -0.3059 -1.0473
7 O -3.4562 -0.8220 -0.1277
8 H -0.6192 0.7082 -0.3783
9 H -1.7800 1.3588 -1.6443
10 H -1.1957 -0.3459 -1.7957
11 H -2.6067 0.9209 0.6536
12 H -1.1505 -1.5230 1.0467
13 H -2.1057 -0.8781 2.0974

Charges computed using natural (NBO), reported in e: number 1, C, carries -0.66; number 2, C, carries 0.29; number 3, N, carries -0.92; number 4, N, carries 0.20; number 5, O, carries -0.62; number 6, O, carries -0.58; number 7, O, carries -0.98; number 8, H, carries 0.21; number 9, H, carries 0.15; number 10, H, carries 0.19; number 11, H, carries 0.05; number 12, H, carries 0.33; number 13, H, carries 0.33

=====

Entry 2:
Below is the molecule C8H12O4, with properties calculated with wB97M-V/def2-TZVPD.

Values from the calculation:
- molecular weight (g/mol) = 172.2
- relative energy (zero: lowest compared OMol25 entry of this formula, charge and spin) (eV) = 0.5454
- gap between HOMO and LUMO (eV) = 10.755
- SMILES = CC(=O)OCC[C@H]1COC(=O)C1
- E_LUMO (eV) = 0.530
- largest force on an atom (eV/A) = 0.56
- HOMO energy (eV) = -10.22

CARTESIAN COORDINATES (ANGSTROEM)
1 C -2.7742 0.3458 0.8429
2 C -2.1680 0.8942 -0.4269
3 O -2.5523 1.9137 -0.9305
4 O -1.1143 0.2463 -0.9896
5 C -0.8418 -1.1192 -0.6610
6 C 0.1416 -1.3087 0.4917
7 C 1.4472 -0.5001 0.4134
8 C 2.1673 -0.5069 -0.9484
9 O 2.8056 0.7790 -1.0754
10 C 1.8710 1.6625 -0.5609
11 O 1.5818 2.6880 -1.0936
12 C 1.3613 1.0208 0.7137
13 H -2.0383 0.3420 1.6518
14 H -3.1720 -0.6634 0.7259
15 H -3.5891 1.0158 1.1192
16 H -1.7669 -1.6767 -0.4969
17 H -0.3910 -1.5358 -1.5669
18 H 0.3859 -2.3789 0.5231
19 H -0.3281 -1.0792 1.4531
20 H 2.1007 -0.9187 1.1867
21 H 2.8912 -1.3078 -1.1043
22 H 1.4307 -0.5673 -1.7593
23 H 0.4025 1.4108 1.0541
24 H 2.1492 1.2439 1.4381

Charges computed using natural (NBO), reported in e: number 1, C, carries -0.75; number 2, C, carries 0.79; number 3, O, carries -0.54; number 4, O, carries -0.52; number 5, C, carries -0.08; number 6, C, carries -0.42; number 7, C, carries -0.24; number 8, C, carries -0.08; number 9, O, carries -0.52; number 10, C, carries 0.80; number 11, O, carries -0.52; number 12, C, carries -0.52; number 13, H, carries 0.23; number 14, H, carries 0.23; number 15, H, carries 0.25; number 16, H, carries 0.19; number 17, H, carries 0.20; number 18, H, carries 0.22; number 19, H, carries 0.21; number 20, H, carries 0.21; number 21, H, carries 0.20; number 22, H, carries 0.18; number 23, H, carries 0.23; number 24, H, carries 0.24

=====

Entry 3:
Below is a cluster of 3 separate species, C3H11N3O2 in total at a distorted geometry, with properties calculated with wB97M-V/def2-TZVPD.

Values from the calculation:
- molecular weight (g/mol) = 121.1
- relative energy (zero: lowest compared OMol25 entry of this formula, charge and spin) (eV) = 13.9000
- gap between HOMO and LUMO (eV) = 3.797
- E_LUMO (eV) = -5.488
- largest force on an atom (eV/A) = 5.59
- HOMO energy (eV) = -9.28

CARTESIAN COORDINATES (ANGSTROEM)
1 C 0.2060 -0.3870 0.6247
2 N 1.5876 -0.8252 -0.2714
3 C 1.7145 0.4758 0.1903
4 N 2.3385 1.0345 1.3112
5 O -0.0094 -1.1859 -2.2627
6 C -0.8599 0.6713 0.0681
7 N -1.0551 1.0212 -1.3275
8 H -0.2275 -1.3885 0.4356
9 H 0.3694 -0.1422 1.6686
10 H 1.0265 -1.0449 -1.0992
11 H 2.6590 0.3810 1.9509
12 H 1.6461 1.2894 -0.5212
13 H -0.5313 1.5213 0.5601
14 H -1.8739 0.3636 0.4372
15 H -1.9879 0.6278 -1.5945
16 H -0.5302 0.4034 -1.9962
17 H 0.3141 -1.5225 -3.1582
18 H -2.6528 -0.5614 2.8819
19 O -2.1335 -0.7317 2.1024

Charges computed using natural (NBO), reported in e: number 1, C, carries -0.31; number 2, N, carries -0.47; number 3, C, carries 0.18; number 4, N, carries -0.58; number 5, O, carries -1.07; number 6, C, carries -0.25; number 7, N, carries -0.62; number 8, H, carries 0.37; number 9, H, carries 0.28; number 10, H, carries 0.44; number 11, H, carries 0.32; number 12, H, carries 0.20; number 13, H, carries 0.25; number 14, H, carries 0.30; number 15, H, carries 0.38; number 16, H, carries 0.43; number 17, H, carries 0.46; number 18, H, carries 0.43; number 19, O, carries -0.77

=====

Entry 4:
Below is a cluster of 2 separate species, C8H17N3Si in total at a distorted geometry, with properties calculated with wB97M-V/def2-TZVPD.

Values from the calculation:
- molecular weight (g/mol) = 183.3
- relative energy (zero: lowest compared OMol25 entry of this formula, charge and spin) (eV) = 3.4891
- gap between HOMO and LUMO (eV) = 8.533
- E_LUMO (eV) = -0.122
- largest force on an atom (eV/A) = 3.61
- HOMO energy (eV) = -8.65

CARTESIAN COORDINATES (ANGSTROEM)
1 C -3.9102 0.6111 0.4684
2 C -3.7558 -0.7280 0.7661
3 C 2.4451 1.2950 1.1854
4 C 0.6256 2.4448 -1.6470
5 C 0.2631 -2.9087 0.4193
6 C 1.3730 0.1367 1.3947
7 C 1.3936 1.1000 -1.6758
8 C 0.5795 -2.0703 -0.8536
9 N -2.6507 1.0869 0.1688
10 N -2.4304 -1.0486 0.6830
11 N -1.8485 0.0758 0.4009
12 Si 0.7001 -0.2376 -0.3719
13 H -4.8274 1.1639 0.4097
14 H -4.5021 -1.3676 1.2160
15 H 3.3047 0.7811 0.7003
16 H 1.8324 1.9984 0.5777
17 H 2.7318 1.6657 2.2383
18 H 0.8714 3.2015 -0.9006
19 H 0.7804 2.8016 -2.6107
20 H -0.3818 2.2043 -1.5838
21 H -0.2518 -3.8239 0.0283
22 H 1.0964 -3.3131 0.9538
23 H -0.6153 -2.3913 0.8901
24 H 0.5321 0.6043 1.8895
25 H 1.6654 -0.5936 2.0603
26 H 2.3787 1.1522 -1.2000
27 H 1.4573 0.7332 -2.6625
28 H -0.2172 -2.1369 -1.5405
29 H 1.3604 -2.4371 -1.4040

Charges computed using natural (NBO), reported in e: number 1, C, carries -0.15; number 2, C, carries -0.14; number 3, C, carries -0.62; number 4, C, carries -0.62; number 5, C, carries -0.66; number 6, C, carries -0.92; number 7, C, carries -0.86; number 8, C, carries -0.93; number 9, N, carries -0.32; number 10, N, carries -0.34; number 11, N, carries -0.16; number 12, Si, carries 1.83; number 13, H, carries 0.21; number 14, H, carries 0.20; number 15, H, carries 0.20; number 16, H, carries 0.22; number 17, H, carries 0.23; number 18, H, carries 0.22; number 19, H, carries 0.21; number 20, H, carries 0.23; number 21, H, carries 0.22; number 22, H, carries 0.22; number 23, H, carries 0.27; number 24, H, carries 0.26; number 25, H, carries 0.24; number 26, H, carries 0.24; number 27, H, carries 0.24; number 28, H, carries 0.25; number 29, H, carries 0.24

=====

Entry 5:
Below is the molecule C18H30N2O4, with properties calculated with wB97M-V/def2-TZVPD.

Values from the calculation:
- molecular weight (g/mol) = 338.4
- relative energy (zero: lowest compared OMol25 entry of this formula, charge and spin) (eV) = 1.9315
- gap between HOMO and LUMO (eV) = 8.751
- SMILES = CCOc1cc(CN2CCN(CCOCCO)CC2)ccc1OC
- E_LUMO (eV) = 0.865
- largest force on an atom (eV/A) = 0.53
- HOMO energy (eV) = -7.89

CARTESIAN COORDINATES (ANGSTROEM)
1 C -0.8908 -5.2589 -2.7301
2 C -1.9387 -4.1529 -2.8280
3 H -2.7317 -4.4560 -3.5176
4 H -1.4916 -3.2247 -3.2067
5 O -2.6105 -3.9272 -1.6080
6 C -1.9734 -3.2754 -0.5953
7 C -0.7436 -2.6458 -0.6841
8 C -0.1888 -1.9898 0.4105
9 C -0.8844 -1.9653 1.6045
10 C -2.1230 -2.5801 1.7112
11 C -2.6791 -3.2386 0.6281
12 O -3.8854 -3.8764 0.6286
13 C -4.6424 -3.8655 1.8112
14 H -4.1158 -4.3615 2.6340
15 H -5.5520 -4.4188 1.5825
16 H -4.9067 -2.8462 2.1134
17 H -2.6455 -2.5422 2.6537
18 H -0.4598 -1.4528 2.4528
19 C 1.1532 -1.3170 0.3050
20 N 1.1066 0.0260 0.8574
21 C 0.2528 0.9003 0.0751
22 C 0.1389 2.2518 0.7694
23 N 1.4567 2.8593 0.8855
24 C 1.4008 4.2092 1.4263
25 H 2.3881 4.4737 1.8118
26 C 1.0307 5.2672 0.3704
27 H 0.4902 6.0785 0.8715
28 O 2.1535 5.8784 -0.2261
29 C 2.5341 5.4416 -1.5130
30 C 3.3880 4.1600 -1.5474
31 O 2.6329 2.9851 -1.6259
32 H 2.1427 2.8858 -0.7783
33 H 4.0076 4.1817 -2.4483
34 H 4.0485 4.1535 -0.6690
35 H 1.6502 5.2925 -2.1485
36 H 3.1241 6.2692 -1.9163
37 H 0.3760 4.8359 -0.3952
38 H 0.6853 4.2669 2.2624
39 C 2.3129 1.9760 1.6637
40 C 2.4236 0.6213 0.9707
41 H 3.0569 -0.0373 1.5705
42 H 2.8943 0.7585 -0.0184
43 H 3.3060 2.4249 1.7418
44 H 1.9106 1.8289 2.6793
45 H -0.5112 2.9077 0.1873
46 H -0.3127 2.1084 1.7654
47 H -0.7361 0.4431 0.0004
48 H 0.6541 1.0473 -0.9434
49 H 1.4929 -1.3122 -0.7463
50 H 1.8845 -1.8855 0.8902
51 H -0.1931 -2.6511 -1.6121
52 H -1.3592 -6.1767 -2.3840
53 H -0.1058 -4.9889 -2.0280
54 H -0.4480 -5.4333 -3.7070

Charges computed using natural (NBO), reported in e: number 1, C, carries -0.64; number 2, C, carries -0.06; number 3, H, carries 0.19; number 4, H, carries 0.17; number 5, O, carries -0.50; number 6, C, carries 0.34; number 7, C, carries -0.31; number 8, C, carries -0.05; number 9, C, carries -0.21; number 10, C, carries -0.29; number 11, C, carries 0.24; number 12, O, carries -0.48; number 13, C, carries -0.25; number 14, H, carries 0.17; number 15, H, carries 0.20; number 16, H, carries 0.17; number 17, H, carries 0.22; number 18, H, carries 0.22; number 19, C, carries -0.22; number 20, N, carries -0.44; number 21, C, carries -0.24; number 22, C, carries -0.23; number 23, N, carries -0.47; number 24, C, carries -0.24; number 25, H, carries 0.22; number 26, C, carries -0.07; number 27, H, carries 0.19; number 28, O, carries -0.54; number 29, C, carries -0.09; number 30, C, carries -0.09; number 31, O, carries -0.77; number 32, H, carries 0.49; number 33, H, carries 0.18; number 34, H, carries 0.16; number 35, H, carries 0.17; number 36, H, carries 0.19; number 37, H, carries 0.17; number 38, H, carries 0.18; number 39, C, carries -0.22; number 40, C, carries -0.23; number 41, H, carries 0.20; number 42, H, carries 0.18; number 43, H, carries 0.21; number 44, H, carries 0.18; number 45, H, carries 0.21; number 46, H, carries 0.18; number 47, H, carries 0.22; number 48, H, carries 0.18; number 49, H, carries 0.17; number 50, H, carries 0.21; number 51, H, carries 0.21; number 52, H, carries 0.22; number 53, H, carries 0.21; number 54, H, carries 0.21

=====

> Which of these has the lowest gap between HOMO and LUMO?

C3H11N3O2